{
  "formula": "C4H9P",
  "method": "ωB97M-V with the def2-TZVPD basis set",
  "homo_energy_ev": -8.93,
  "smiles": "C[C@@H]1P[C@H]1C",
  "orbital_gap_ev": 10.07,
  "fmax_ev_per_a": 3.75,
  "species": ["C", "C", "P", "C", "C", "H", "H", "H", "H", "H", "H", "H", "H", "H"],
  "xyz": [[1.7054, 0.8152, 0.0437], [0.3984, 0.4150, -0.6131], [-0.9145, 1.6698, -0.0869], [-0.7279, -0.1549, 0.3049], [-1.8662, -1.0349, -0.1938], [1.5621, 1.0160, 1.1472], [2.2318, 1.5816, -0.5389], [2.3404, -0.1039, -0.0098], [0.2433, 0.0221, -1.5740], [-0.0990, 2.1650, 1.1679], [-0.3035, -0.4641, 1.2129], [-2.3902, -0.6759, -1.0814], [-2.5308, -1.4133, 0.7172], [-1.2984, -1.9157, -0.4511]],
  "atomic_forces_ev_per_a": [[0.8, -2.5, -0.1], [-2.5, 1.0, 2.6], [0.9, 0.1, 1.9], [0.2, 1.9, -1.2], [0.5, -1.3, 1.9], [0.2, 0.1, -1.5], [-0.3, 0.1, 0.6], [0.1, 0.7, 0.2], [0.7, 0.0, -1.5], [-1.2, -0.5, -2.0], [0.1, -0.2, 1.5], [-0.2, 0.1, 0.4], [1.0, 1.3, -2.1], [-0.3, -0.9, -0.6]],
  "mulliken_charge": [-1.1980, -0.2556, -0.1326, -0.0370, -1.1736, 0.3375, 0.3043, 0.2862, 0.5419, 0.0105, 0.3985, 0.3305, 0.2593, 0.3283]
}

---

{
  "formula": "C3H10NO3",
  "method": "ωB97M-V with the def2-TZVPD basis set",
  "homo_energy_ev": -13.27,
  "total_charge": 1,
  "orbital_gap_ev": 9.11,
  "fmax_ev_per_a": 1.19,
  "species": ["C", "C", "C", "N", "O", "O", "O", "H", "H", "H", "H", "H", "H", "H", "H", "H", "H"],
  "xyz": [[-2.4945, 0.2745, -0.2364], [2.0921, -0.2539, 0.4953], [1.1410, 0.7382, -0.0941], [-1.5357, -0.6372, 0.3786], [2.0963, -1.3442, -0.3820], [0.8874, 1.8214, 0.5170], [0.6443, 0.4909, -1.2430], [-2.5330, 1.1898, 0.3527], [-2.1546, 0.5110, -1.2461], [-3.5082, -0.1314, -0.3006], [1.7684, -0.5144, 1.5130], [3.0813, 0.2263, 0.5746], [-1.8028, -0.8037, 1.3466], [-1.5599, -1.5407, -0.0886], [2.7094, -2.0306, -0.0894], [0.2597, 2.4131, 0.0526], [0.9088, -0.4091, -1.5503]],
  "atomic_forces_ev_per_a": [[-0.1, 0.0, -0.2], [0.3, 0.0, 0.5], [-0.2, -0.9, -0.7], [0.4, -0.2, 0.4], [0.0, -0.1, -0.1], [0.0, 0.2, 0.0], [0.1, 0.6, 0.2], [-0.1, 0.1, -0.1], [-0.1, 0.1, 0.0], [0.0, 0.1, 0.0], [-0.1, 0.1, -0.2], [-0.2, 0.1, 0.0], [0.1, -0.1, -0.2], [-0.1, 0.1, 0.2], [-0.1, 0.1, -0.1], [0.1, -0.2, 0.0], [0.1, 0.1, 0.2]],
  "mulliken_charge": [-0.8252, -0.2485, 0.6392, -0.4963, -0.5766, -0.3661, -0.3441, 0.2876, 0.2784, 0.3445, 0.3349, 0.3767, 0.2408, 0.2212, 0.3328, 0.4215, 0.3792]
}

---

{
  "formula": "C33H45BiN7OTe",
  "method": "ωB97M-V with the def2-TZVPD basis set",
  "homo_energy_ev": -15.65,
  "total_charge": 3,
  "orbital_gap_ev": 6.82,
  "fmax_ev_per_a": 0.63,
  "species": ["Bi", "C", "C", "C", "C", "C", "C", "N", "C", "C", "C", "C", "C", "N", "C", "C", "C", "C", "C", "C", "N", "H", "H", "H", "H", "H", "H", "H", "H", "H", "H", "H", "H", "H", "H", "H", "C", "N", "C", "C", "C", "N", "C", "C", "H", "H", "H", "H", "H", "H", "H", "H", "H", "H", "H", "H", "H", "H", "H", "H", "C", "Te", "C", "C", "C", "C", "C", "C", "C", "H", "H", "H", "H", "H", "H", "H", "H", "C", "N", "C", "N", "O", "H", "H", "H", "H", "H", "H"],
  "xyz": [[0.2055, 0.8754, 0.4456], [2.7083, -0.2283, 3.5729], [3.2955, -0.5264, 2.2224], [4.3828, -1.3937, 2.1394], [5.0062, -1.5959, 0.9288], [4.5702, -0.8707, -0.1713], [3.4914, -0.0269, -0.0203], [2.8105, 0.0975, 1.1374], [3.1042, 0.8790, -1.1401], [4.0857, 1.3579, -1.9955], [3.7490, 2.2526, -2.9915], [2.4290, 2.6421, -3.1336], [1.4843, 2.1285, -2.2686], [1.8223, 1.2800, -1.2741], [0.0472, 2.4879, -2.3963], [-0.4432, 3.0239, -3.5647], [-1.7851, 3.3717, -3.6456], [-2.5949, 3.1549, -2.5545], [-2.0677, 2.5756, -1.4076], [-2.9749, 2.2687, -0.2560], [-0.7617, 2.2497, -1.3308], [3.4715, 0.2399, 4.1983], [1.8780, 0.4696, 3.4982], [2.3858, -1.1338, 4.0889], [4.7392, -1.8814, 3.0404], [5.8453, -2.2769, 0.8420], [5.0609, -0.9727, -1.1302], [5.1162, 1.0674, -1.8483], [4.5130, 2.6627, -3.6418], [2.1517, 3.3561, -3.8966], [0.2037, 3.1602, -4.4189], [-2.1868, 3.7932, -4.5593], [-3.6478, 3.4106, -2.5769], [-3.4665, 3.1796, 0.0858], [-3.7628, 1.5799, -0.5633], [-2.4314, 1.8369, 0.5824], [-0.9600, -0.6489, 3.0538], [-1.6441, 0.5067, 2.4423], [-3.0380, 0.0881, 2.1516], [-1.6303, 1.6775, 3.3546], [-0.3431, 2.4974, 3.3409], [0.0349, 3.0521, 2.0199], [1.4453, 3.4923, 2.0264], [-0.8142, 4.2122, 1.6772], [-1.4708, -0.9750, 3.9633], [0.0688, -0.4016, 3.3145], [-0.9517, -1.4884, 2.3518], [-3.5020, -0.3686, 3.0323], [-3.0456, -0.6478, 1.3437], [-3.6471, 0.9396, 1.8624], [-1.7862, 1.3454, 4.3867], [-2.4837, 2.3097, 3.1083], [0.4934, 1.9023, 3.7143], [-0.4729, 3.3138, 4.0611], [1.6070, 4.3017, 2.7442], [1.7209, 3.8622, 1.0351], [2.0999, 2.6578, 2.2885], [-0.5231, 5.0845, 2.2718], [-1.8578, 4.0011, 1.8860], [-0.7041, 4.4681, 0.6224], [-1.5579, -2.8380, -0.6934], [-0.7854, -1.0676, -1.6004], [-2.8685, -0.7156, -2.0054], [-3.3693, -2.1202, -2.2453], [-4.4389, -2.3867, -3.0914], [-4.8829, -3.6924, -3.2522], [-4.2532, -4.7327, -2.5808], [-3.1709, -4.4742, -1.7511], [-2.7305, -3.1683, -1.5805], [-1.8456, -2.6008, 0.3317], [-0.7790, -3.5957, -0.6825], [-2.9920, -0.0696, -2.8709], [-3.3431, -0.2551, -1.1385], [-4.9282, -1.5792, -3.6263], [-5.7164, -3.8988, -3.9118], [-4.5969, -5.7514, -2.7144], [-2.6707, -5.2914, -1.2419], [1.8609, -4.0788, 1.3250], [2.3630, -4.1603, -0.0400], [2.1276, -3.2254, -0.9826], [2.6242, -3.4601, -2.2219], [1.4973, -2.1749, -0.7411], [2.6817, -4.1181, 2.0397], [1.1769, -4.8989, 1.5344], [1.3363, -3.1361, 1.4413], [2.8459, -5.0027, -0.3052], [3.0299, -4.3437, -2.4811], [2.3562, -2.8405, -2.9634]],
  "atomic_forces_ev_per_a": [[0.2, 0.2, 0.2], [0.0, 0.0, -0.1], [-0.2, 0.0, 0.0], [0.1, -0.1, 0.1], [0.1, -0.1, 0.0], [0.1, -0.1, -0.1], [-0.3, 0.2, 0.0], [0.2, 0.2, -0.1], [-0.2, -0.1, 0.1], [0.1, 0.0, 0.0], [0.1, 0.1, -0.1], [0.0, 0.1, -0.2], [-0.2, -0.1, 0.2], [0.2, 0.1, 0.0], [0.1, -0.1, 0.3], [0.0, 0.1, -0.2], [0.0, 0.0, -0.1], [-0.1, 0.1, 0.0], [0.1, -0.2, 0.2], [0.2, 0.2, -0.1], [0.1, -0.1, 0.0], [0.0, 0.0, 0.0], [0.0, 0.0, 0.0], [0.0, 0.0, 0.0], [0.0, 0.0, -0.1], [-0.1, 0.1, 0.0], [0.0, 0.0, 0.1], [0.0, 0.0, 0.0], [0.0, 0.0, 0.0], [0.0, 0.0, 0.1], [-0.1, 0.0, 0.0], [0.0, 0.0, 0.0], [0.1, 0.0, 0.0], [0.0, 0.0, 0.0], [0.0, 0.1, 0.0], [0.0, 0.1, -0.1], [0.1, 0.1, -0.1], [-0.2, -0.1, -0.1], [0.1, -0.1, 0.2], [0.0, 0.0, 0.0], [0.0, 0.0, 0.0], [-0.2, 0.0, -0.1], [0.0, -0.1, 0.0], [0.1, 0.0, 0.0], [0.0, 0.0, 0.0], [0.0, 0.0, 0.0], [0.0, 0.0, 0.0], [0.0, 0.0, 0.0], [0.0, 0.0, 0.0], [0.0, 0.0, 0.0], [-0.1, 0.0, 0.0], [0.0, 0.0, -0.1], [0.0, 0.0, -0.1], [0.1, 0.0, 0.0], [0.0, 0.0, 0.0], [0.0, 0.0, 0.1], [0.0, 0.0, 0.0], [0.0, 0.0, 0.0], [-0.1, -0.1, -0.1], [0.0, 0.0, 0.0], [0.0, 0.0, 0.0], [-0.2, -0.3, -0.5], [0.0, 0.0, 0.2], [0.0, 0.0, 0.0], [0.0, 0.0, 0.0], [0.0, 0.0, 0.0], [0.0, 0.0, 0.0], [0.0, 0.0, 0.0], [0.0, 0.0, 0.0], [0.0, 0.0, 0.0], [0.0, 0.0, 0.0], [0.0, 0.0, 0.0], [0.0, -0.1, -0.1], [0.0, -0.1, 0.0], [0.0, 0.0, 0.0], [0.0, 0.1, 0.0], [0.0, 0.1, 0.0], [0.1, 0.0, -0.1], [-0.1, 0.0, 0.1], [0.0, 0.0, 0.0], [0.1, -0.1, 0.1], [0.1, 0.1, 0.2], [0.0, 0.0, 0.0], [0.0, 0.0, 0.0], [0.0, 0.1, 0.0], [0.0, 0.0, 0.0], [0.0, 0.0, 0.0], [0.0, 0.1, 0.0]],
  "mulliken_charge": [2.6667, -1.6328, 0.5499, -0.8434, -0.9507, -0.7356, 0.3986, 0.3022, 0.4156, -0.9251, -1.1468, -0.9888, 0.6399, 0.4888, 0.4346, -0.8869, -0.9456, -1.0442, 0.3696, -1.0495, 0.7244, 0.4857, 0.0853, 0.4443, 0.5652, 0.5006, 0.5131, 0.6143, 0.4867, 0.5059, 0.4663, 0.5002, 0.5890, 0.6057, 0.6686, -0.3956, -1.2542, 0.2716, -1.1956, -0.9673, -0.9724, 0.7074, -1.1228, -1.2858, 0.4650, 0.4390, 0.1016, 0.4179, 0.1536, 0.4452, 0.5233, 0.4278, 0.2538, 0.4066, 0.4102, 0.3617, 0.2715, 0.3723, 0.3620, 0.2867, -0.7839, 0.0947, -0.7603, 0.7026, -0.8600, -0.6454, -0.6520, -0.7843, 0.4692, 0.3691, 0.5539, 0.7536, 0.1135, 0.4776, 0.4357, 0.4255, 0.4859, -0.6276, -0.2339, 0.2216, -0.4302, 0.0303, 0.3491, 0.3579, -0.0109, 0.1963, 0.1880, 0.2087]
}